Record 1
# C25H15F9N4O6Ti

C25H15F9N4O6Ti as an isolated structure (ωB97M-V/def2-TZVPD, the Open Molecules 2025 dataset).

Summary:
- E_tot: -91995.1411 eV
- Largest force on an atom: 0.0022 Eh/bohr
- Total charge: -2
- HOMO-LUMO gap: 0.18226 Ha

Structure (XYZ):
```
60
Properties=species:S:1:pos:R:3:forces:R:3
C -0.1983 -1.3344 -6.4051 0.00 0.02 0.01
C 4.0929 -1.0718 3.3453 0.02 0.03 0.02
H 3.5757 -3.0381 2.7489 0.00 0.00 0.00
C 0.9468 3.0963 0.8041 0.03 0.00 -0.04
C -1.0521 1.6278 4.2478 0.03 -0.05 -0.02
N 2.2101 -0.1729 1.4618 0.01 0.00 0.00
H -1.1592 3.6337 5.0041 0.00 0.00 0.00
C 0.1823 -2.4542 -5.6725 0.00 -0.01 -0.01
O -1.3738 -1.2798 3.8997 0.00 0.01 -0.01
C -0.3575 -0.1185 -5.7527 0.00 -0.01 -0.01
F -2.9860 3.2796 -0.5176 0.00 0.00 0.00
C -0.1693 3.5531 3.1014 0.01 0.01 -0.02
F -3.9315 -0.2366 1.3346 0.00 0.01 0.00
C -3.7930 0.9621 0.7529 0.00 -0.02 0.00
C 2.5343 -1.5437 1.5469 0.03 -0.01 0.05
O 1.1671 2.0986 0.0325 -0.01 0.01 0.02
H 2.7128 1.7363 2.0503 0.00 0.00 0.00
C 0.4890 -1.0107 -2.1981 0.02 -0.07 0.01
C -0.1399 -0.0203 -4.3862 0.00 0.00 0.01
C -0.8408 -0.6398 2.9989 -0.01 -0.04 0.00
C 0.2443 -1.1391 -3.6487 -0.01 0.01 0.00
C 2.9280 0.6869 2.2114 0.00 0.03 0.00
H -1.5690 1.1491 5.0676 0.00 0.00 0.00
H 4.4122 1.0844 3.6805 0.00 0.00 0.00
F -3.9488 2.1288 -2.0771 0.01 0.00 0.00
N 0.9762 -2.0113 -1.5264 -0.01 0.03 0.00
C -2.9909 -0.3648 -1.2574 0.00 -0.01 -0.01
C 0.2373 2.7017 2.0899 -0.01 -0.03 0.02
C 2.2110 -3.7617 0.3075 0.00 0.01 0.02
H 0.3052 -3.4094 -6.1714 0.00 0.00 0.00
O -0.4353 -1.0610 1.8634 0.01 0.04 0.02
O 1.2564 4.2689 0.6258 0.00 0.01 0.00
H 4.7748 -1.4030 4.1220 0.00 0.00 0.00
N 0.0171 1.4019 2.1662 -0.02 -0.01 0.03
F -2.4200 -1.4409 -0.7312 0.00 0.01 0.00
H -0.6594 0.7601 -6.3115 0.00 0.00 0.00
H -0.2703 0.9161 -3.8599 0.00 0.00 0.00
F -5.0203 1.3416 0.3237 0.00 0.00 0.00
F -2.5326 -0.2248 -2.5088 0.00 0.00 0.00
O 0.2526 0.1241 -1.6125 0.00 0.02 -0.04
C 3.8770 0.3273 3.1243 -0.01 -0.05 -0.01
C -0.6148 0.8517 3.1864 -0.01 0.09 -0.03
H 2.7425 -3.9068 -0.6381 0.00 0.00 0.00
F -1.7978 2.3531 -2.0550 0.00 0.00 0.00
C 0.4018 -2.3596 -4.3081 0.00 0.01 -0.01
H 0.0201 4.6130 3.0050 0.00 0.00 0.01
F -4.3185 -0.6269 -1.3723 0.01 0.00 0.00
H 2.8001 -4.2109 1.1076 0.00 -0.01 -0.01
N 1.1361 -1.5800 -0.2421 -0.03 0.05 0.03
H 1.2655 -4.3060 0.2246 0.00 -0.01 0.01
C -2.8562 2.1741 -1.2751 -0.01 0.00 0.01
C -2.7001 0.9037 -0.3754 0.00 0.00 0.02
F -3.4419 1.8261 1.7103 0.00 0.00 0.00
Ti 0.4236 0.1751 0.3851 0.03 -0.11 -0.02
C 1.9640 -2.3152 0.5782 -0.02 0.02 -0.06
O -1.5165 0.8810 0.2081 -0.02 0.02 -0.01
C 3.4332 -1.9765 2.5890 -0.02 -0.01 -0.02
C -0.8206 2.9962 4.1951 -0.02 0.00 0.04
H -0.3727 -1.4112 -7.4723 0.00 0.00 0.00
H 0.6970 -3.2224 -3.7256 0.00 0.00 0.00
```
Forces are in eV/Å.

***

Record 2
# C26H51Cl4N3O12S4

A 9-piece molecular cluster, C26H51Cl4N3O12S4 overall in a non-equilibrium geometry (ωB97M-V/def2-TZVPD, the Open Molecules 2025 dataset).

Summary:
- E_tot: -150256.2714 eV
- Largest force on an atom: 0.0776 Eh/bohr
- Structure (SMILES): CCOS(C)(=O)=O.CCOS(C)(=O)=O.CCOS(C)(=O)=O.CCOS(C)(=O)=O.c1cc[nH]c1.c1cc[nH]c1.c1cc[nH]c1.ClCCl.ClCCl
- HOMO-LUMO gap: 0.29131 Ha

Structure (XYZ):
```
100
Properties=species:S:1:pos:R:3:forces:R:3
C 1.8749 0.2544 3.7426 -1.33 -0.73 -0.88
N -0.3707 -0.2082 -0.2056 -0.52 -0.98 -0.04
H -3.2753 -2.1041 -3.4270 -0.40 -1.12 0.62
H -1.8477 -2.0446 0.9919 1.10 -0.16 -0.20
H 1.2561 6.2417 2.8874 -0.15 0.35 -0.30
H -0.4651 6.4952 2.4097 -0.09 0.24 0.39
O 0.6096 4.4981 0.1115 0.57 -0.18 0.39
H -2.8945 -3.1493 1.8814 0.16 0.77 0.07
C -1.7475 -0.0921 -4.0081 -0.38 -0.19 0.42
S 3.8409 -3.7212 1.2647 -3.21 1.08 -0.85
H -4.0352 -1.1853 2.8634 -0.39 0.14 0.41
O 2.7024 -4.6653 1.8514 -0.46 0.34 -0.42
H -2.6397 2.4618 0.6114 -0.32 -0.39 -0.19
H -1.1444 5.0756 -0.8795 0.72 -0.14 -0.07
C -0.8598 1.6587 4.0147 -0.67 -0.56 -0.14
O -0.2915 0.6576 4.9498 -0.47 -0.80 -0.70
O -1.0645 4.2866 1.8660 -3.41 -0.92 0.62
H 1.8506 -3.8208 4.1901 -0.67 -0.65 -0.48
C -3.6565 2.1896 0.2830 0.86 -0.07 0.29
H -3.7530 2.3117 -0.7735 -0.03 0.16 -0.76
C 1.3380 -4.1009 2.1381 1.19 -0.24 0.69
H 1.4001 -5.4790 3.7520 -0.41 -0.30 0.20
C 0.5154 6.1871 2.0803 0.60 0.72 1.15
C 2.0711 -2.0016 -3.3383 0.26 -0.11 -0.23
N -0.0806 -0.1363 -5.4199 -0.69 -0.65 -1.97
C 0.8006 -0.8200 0.1108 0.71 2.09 -0.93
H -0.2723 -4.0775 -3.3526 -0.16 0.50 -0.26
H 2.8462 -0.2380 -0.4276 0.81 -0.39 0.36
H 0.5383 4.5066 -2.5810 -0.17 -0.57 -0.98
C -0.1542 0.8817 -0.9978 0.45 -0.05 0.67
C -1.2075 -0.5531 -6.1261 -0.55 0.70 -0.12
C 0.5716 5.4833 -2.1545 1.27 -0.61 0.45
C -0.0722 5.3701 -0.8055 -1.25 -0.50 0.20
H 0.9120 -1.6875 0.6520 -0.27 -1.57 1.14
S 0.5013 -0.6380 4.3548 -0.29 2.53 -1.12
C -0.4020 0.0967 -4.1342 0.09 -0.05 -0.37
H -2.5779 2.8138 3.8729 -0.70 0.57 -0.91
O 1.2236 3.6018 2.2496 1.16 -0.28 0.70
O -0.1585 -1.2677 3.2384 -0.23 0.43 0.25
Cl -3.5149 -4.0672 -4.6365 -0.05 -0.46 -0.63
H 0.7571 6.7955 1.2187 0.49 -0.15 0.00
S -4.0310 0.4863 0.5871 -0.04 0.62 -1.14
H -2.2369 -0.8845 3.1287 -1.43 -0.74 -0.83
C 1.2250 1.0289 -1.0832 -1.35 0.34 -0.84
H -0.2014 2.5720 3.9889 -0.66 -1.11 0.23
H 1.3300 -3.0447 1.9259 0.29 0.32 0.36
H 0.6324 -4.5271 1.4599 -0.30 -0.86 -0.48
C -2.2938 -0.4925 -5.2496 2.24 0.04 -0.60
Cl 4.6946 3.9723 -0.1533 -0.12 -0.70 0.81
H 3.2767 2.5163 1.1658 1.09 -0.26 -0.74
H -3.0476 1.1560 4.4187 0.72 0.36 -0.23
H 1.5100 0.7048 2.8218 0.27 0.49 0.08
H 1.7262 1.7389 -1.7068 0.20 0.41 0.00
H 0.8486 -0.1028 -5.8209 -0.35 -0.10 0.32
O 5.0707 -4.2536 1.6113 2.56 -1.59 0.64
H -4.6872 -3.1517 -2.8095 0.32 0.15 -0.31
S 0.2989 4.5158 1.7099 1.26 0.31 -3.77
C 1.0386 -2.5831 -2.6587 0.50 -0.49 -1.02
H 2.2832 0.8856 4.4858 0.32 0.70 0.58
O 0.8609 -1.4472 5.4393 0.18 -0.82 1.73
C 4.2989 2.3844 0.7162 -0.84 0.68 -0.80
H 0.8356 -2.5134 -1.5941 -0.49 -0.28 -0.57
H -2.3160 2.4122 5.5029 0.17 -0.78 -0.88
H 1.6521 5.7462 -2.1310 -0.72 0.07 0.33
Cl -2.6759 -3.8671 -1.8489 -0.18 0.39 -0.40
C 0.9198 -3.2082 -4.8649 -0.17 -0.63 0.21
C -2.8170 -2.1454 1.4106 -0.40 -1.02 0.52
C 2.0282 -2.4219 -4.6931 0.48 0.71 -0.24
H 0.1295 -4.1449 3.9705 0.18 -0.46 -0.24
C -2.3014 1.9727 4.4600 0.89 0.41 1.84
O -5.4032 0.4033 1.0037 0.41 -0.49 -0.35
C -3.0867 -1.0171 2.3809 1.47 -1.14 1.69
C -3.6609 -3.1327 -3.1886 0.42 1.02 0.78
H 4.2565 -3.1648 -0.9736 0.72 0.60 -0.23
C 1.8064 -0.0514 -0.4205 -0.15 -0.10 0.12
H 3.6206 -4.7923 -0.8397 -0.07 0.15 0.11
H -1.2351 -0.7091 -7.2212 0.37 0.04 0.99
H -0.9388 1.2304 2.9881 0.44 0.20 0.63
H -1.0100 1.4084 -1.3939 0.28 0.14 -0.07
O 3.5178 -2.3852 1.6294 -0.12 1.26 0.60
H -0.0906 6.3493 -0.4405 -0.06 1.59 1.09
H -3.4825 -2.1520 0.5647 -0.40 -0.12 0.06
H -2.2796 -0.0554 -3.0926 -0.38 0.22 0.74
H 0.3960 0.2752 -3.4567 0.04 0.23 0.61
H -3.2989 -0.7307 -5.4812 -0.68 -0.11 -0.17
H 2.4989 -0.5424 3.4781 1.62 -0.97 -0.58
H 0.0378 6.2340 -2.7223 -0.16 -0.08 -0.29
H 0.3873 -3.6722 -5.7208 0.85 0.38 0.74
C 1.1199 -4.4459 3.6020 0.83 1.65 0.28
H 2.5582 -3.3654 -0.6544 -0.12 -0.03 0.06
O -3.0753 0.2594 1.7850 0.23 1.10 -0.02
H 2.8138 -1.3236 -2.9764 0.15 0.21 0.41
O -3.5119 -0.3354 -0.4977 -0.89 1.08 0.16
H -4.3550 2.8281 0.7841 -0.49 0.11 0.37
Cl 5.4100 1.9584 2.0181 -0.09 0.15 -0.42
H -1.2552 -0.6799 -0.0655 -0.06 0.57 -0.17
H 2.7948 -2.0750 -5.3753 -0.44 -0.23 -0.40
N 0.3839 -3.3495 -3.6110 -0.97 -0.21 1.13
C 3.5450 -3.7673 -0.4641 -0.37 -1.30 -0.07
H 4.3611 1.6865 -0.1460 -0.18 0.15 1.16
```
Forces are in eV/Å.

***

Record 3
# C14H19Cl2N2O2PRuS4

C14H19Cl2N2O2PRuS4 as an isolated structure in a non-equilibrium geometry (ωB97M-V/def2-TZVPD, the Open Molecules 2025 dataset).

Summary:
- E_tot: -102162.4694 eV
- Largest force on an atom: 0.0208 Eh/bohr
- HOMO-LUMO gap (spin up / spin down): 0.25253 / 0.25251 Ha

Structure (XYZ):
```
45
Properties=species:S:1:pos:R:3:forces:R:3
C 3.4295 -3.6412 -1.4507 0.17 -0.08 0.05
H 1.8428 4.7088 -3.1630 -0.01 -0.03 -0.01
C 1.6654 -2.6844 -0.4504 0.13 0.10 0.03
C -4.0437 0.0330 2.1189 0.01 -0.02 0.10
N 2.6761 -2.7978 0.4388 -0.22 0.03 -0.37
H 2.6526 1.6104 2.6958 -0.03 0.04 0.01
C 2.2958 2.6261 2.5049 -0.13 -0.08 0.07
H 3.6089 4.6847 -3.2810 0.02 -0.01 -0.01
H 2.7766 6.1662 -2.7934 -0.02 0.03 0.01
C 2.7645 5.0789 -2.7171 0.02 -0.02 0.05
H 1.2022 2.6028 2.4869 0.12 0.00 0.03
N 2.1356 -3.2040 -1.6059 -0.10 0.07 0.14
H 3.6103 -2.4631 2.2472 0.00 0.01 0.02
H 3.7380 5.0813 -0.7763 -0.01 -0.01 -0.02
H 2.4153 4.6025 3.3475 0.01 0.02 -0.02
C -2.2051 -0.2936 4.1592 0.00 0.01 -0.08
H 4.6769 -3.5626 0.3659 0.04 0.00 0.00
O 2.7784 3.0278 1.2087 0.02 0.05 -0.28
H 3.9102 3.6614 3.4851 0.03 0.00 -0.01
H 2.3007 -1.3184 1.8438 0.05 -0.02 0.05
C -4.4852 -0.1552 3.4197 0.03 0.00 -0.01
P 2.1651 2.4157 -0.1312 -0.13 -0.23 0.35
H -4.7386 0.1632 1.3014 -0.01 0.00 -0.02
H -5.5426 -0.1746 3.6396 -0.03 0.00 0.00
S 0.0999 -2.0581 -0.2402 -0.17 -0.08 0.19
S 2.5079 0.4431 -0.3101 0.21 0.31 0.14
C 3.7634 -3.3840 -0.1694 0.18 -0.10 -0.14
C -1.7023 -0.1035 2.8632 -0.29 0.01 -0.19
Ru 0.2181 0.2838 0.3051 -0.01 -0.28 -1.03
O 2.9885 3.2222 -1.2125 -0.08 -0.06 -0.08
S 0.1774 2.6582 -0.1965 0.28 0.17 0.21
H -3.8766 -0.4706 5.4605 -0.01 0.00 0.02
Cl -2.1394 0.2742 0.2166 -0.27 -0.05 0.27
Cl -1.0853 -0.5045 5.4621 0.07 -0.02 0.13
H 1.5920 -3.1920 -2.4516 -0.02 -0.01 0.01
C 2.6190 -2.3574 1.8156 -0.16 0.02 0.21
C -2.6852 0.0500 1.8818 0.29 -0.01 0.09
S 0.0086 -0.0726 2.5389 0.04 0.15 0.16
H 1.8971 -2.9566 2.3704 0.00 0.04 -0.01
C 2.8230 3.6074 3.5219 -0.04 -0.03 0.02
C 2.8596 4.6629 -1.2687 0.02 0.08 -0.01
H 1.9737 4.9723 -0.7093 0.01 0.01 -0.02
C -3.5572 -0.3207 4.4391 -0.06 0.02 -0.06
H 3.9907 -4.0863 -2.2499 0.03 -0.01 -0.01
H 2.5265 3.2868 4.5205 -0.01 -0.01 0.02
```
Forces are in eV/Å.

***

Look up the E_tot of the second one. -150256.2714 eV